[1]
# C5H13NO

2 unconnected molecules or ions with the total composition C5H13NO (ωB97M-V/def2-TZVPD, the OMol25 dataset).

Each line ends with the Löwdin charge.
Atoms and positions in Å:
C: -2.4255 -0.4546 1.7110  -0.148
C: -1.8404 -1.5467 0.8643  -0.137
C: -0.6244 -1.2955 0.1962  -0.403
C: 0.4634 -0.5241 0.8420  -0.063
N: -0.4464 -1.8001 -1.0623  -0.079
C: -0.2376 -0.8705 -2.2176  -0.105
H: -1.6706 0.0775 2.4543  0.108
H: -2.8104 0.3425 1.0472  0.073
H: -3.2941 -0.8659 2.1480  0.034
H: -2.5805 -1.8152 0.0907  0.091
H: 1.5381 -0.8248 0.7311  0.098
H: 0.3345 -0.6632 1.9084  0.062
H: 0.2105 0.5517 0.6577  0.102
H: -1.0769 -2.5879 -1.1615  0.109
H: -0.9219 0.0188 -2.3904  0.079
H: 0.7680 -0.4079 -2.1762  0.063
H: -0.2535 -1.5387 -3.2203  0.117
O: 5.0513 4.7047 0.2800  -0.076
H: 4.4855 5.3371 -0.2612  0.070
H: 5.3307 4.1628 -0.4415  0.006

Summary:
**Energy relative to the best compared isomer or geometry (same formula, charge and spin)**: 74.5 kcal per mole
**Kohn-Sham gap**: 8.34 eV
**HOMO**: -7.56 eV
**E_tot**: -8930.7823 eV
**Multiplicity**: 1
**LUMO energy**: 0.8 eV

[2]
# C22H27BrClHoN4O6

A molecular structure, C22H27BrClHoN4O6 (ωB97M-V/def2-TZVPD, the OMol25 dataset).

Each line ends with the Löwdin charge.
Atoms and positions in Å:
Ho: -0.9942 -1.0981 -0.7286  1.505
Br: 7.5095 -1.4620 -0.1271  0.817
C: 5.6410 -1.4973 -0.3950  -0.657
C: 5.0805 -0.7589 -1.4327  -0.092
C: 3.7132 -0.7354 -1.5890  0.010
C: 2.8995 -1.4508 -0.7096  -0.134
C: 3.4741 -2.2134 0.3132  0.000
C: 4.8404 -2.2415 0.4691  -0.098
C: 1.4481 -1.3780 -0.8175  -0.537
O: 0.8560 -0.6982 -1.7061  -0.132
O: 0.7219 -1.9621 0.0537  -0.141
H: 5.7146 -0.2107 -2.1094  0.112
H: 3.2601 -0.1610 -2.3804  0.125
H: 2.8392 -2.7808 0.9781  0.117
H: 5.2920 -2.8354 1.2485  0.110
Cl: -1.5691 -1.8170 -3.3180  0.763
C: -3.1021 -2.5506 -2.7341  -0.330
C: -2.8957 -2.1942 -1.2765  -0.803
O: -3.1193 -1.0119 -0.9051  -0.094
O: -2.1619 -2.9323 -0.5773  -0.058
H: -3.0709 -3.6206 -2.9321  0.109
H: -3.9437 -2.0505 -3.2140  0.111
C: -0.5640 -2.4514 4.0284  -0.047
C: -0.5102 -2.3929 2.4903  -0.125
N: -1.2446 -1.2219 1.9807  -0.207
C: -0.6870 -0.0094 2.5941  -0.115
C: -0.8666 -0.0537 4.1310  -0.045
N: -1.4564 -1.3649 4.4897  -0.091
C: -2.7975 -1.5369 3.8815  -0.044
C: -2.6572 -1.3701 2.3525  -0.122
H: 0.4227 -2.3029 4.4711  0.148
H: -0.9489 -3.4100 4.3794  0.149
H: -0.9455 -3.2851 2.0339  0.144
H: 0.5243 -2.3250 2.1539  0.111
H: -1.1854 0.8753 2.1839  0.110
H: 0.3757 0.0438 2.3350  0.143
H: -1.5261 0.7414 4.4840  0.148
H: 0.0930 0.0542 4.6427  0.148
H: -1.5465 -1.4145 5.5083  0.206
H: -3.4860 -0.8041 4.3064  0.148
H: -3.1646 -2.5314 4.1420  0.148
H: -3.2168 -0.4990 2.0047  0.126
H: -3.0534 -2.2464 1.8328  0.130
O: 1.3313 3.6676 -5.9052  -0.021
C: 1.7285 4.1992 -4.6755  -0.241
N: 0.9349 3.5297 -3.6658  0.097
C: 0.3115 4.2154 -2.6865  -0.446
O: 0.4737 5.3930 -2.4673  0.106
C: -0.5885 3.4032 -1.7791  -0.067
C: -1.5582 4.0814 -1.0419  0.053
C: -2.3445 3.3612 -0.1577  -0.005
C: -2.1345 2.0013 -0.0308  -0.132
N: -1.1838 1.3288 -0.7049  -0.041
C: -0.4354 2.0393 -1.5688  -0.054
H: 1.6887 4.1962 -6.6269  0.106
H: 1.5404 5.2781 -4.5925  0.135
H: 2.7982 4.0023 -4.4863  0.136
H: 0.6625 2.5921 -3.9261  0.140
H: -1.6710 5.1472 -1.1727  0.139
H: -3.1120 3.8417 0.4278  0.122
H: -2.7687 1.4045 0.6160  0.101
H: 0.3375 1.4861 -2.0903  0.106

Summary:
**Kohn-Sham gap (alpha / beta)**: 8.36 / 8.40 eV
**HOMO (alpha / beta)**: -13.59 / -13.59 eV
**E_tot**: -149851.0617 eV
**Multiplicity**: 5
**LUMO energy (alpha / beta)**: -5.2 / -5.2 eV
**Total charge**: +2

[3]
# C4H6N2

C4H6N2 in the gas phase (ωB97M-V/def2-TZVPD, the OMol25 dataset).

Each line ends with the Löwdin charge.
Atoms and positions in Å:
N: -1.9668 0.1081 -0.3426  0.071
C: -0.6017 0.0619 -0.0171  -0.351
C: 0.1320 -1.1095 0.2213  -0.096
C: 1.5103 -0.8350 0.2962  -0.185
N: 1.5687 0.5448 0.1432  -0.025
C: 0.3251 1.0866 -0.0001  -0.064
H: -2.3718 1.0223 -0.1984  0.078
H: -2.4830 -0.5807 0.1881  0.081
H: -0.2249 -2.1334 0.2527  0.107
H: 1.4749 -1.4165 -0.6724  0.133
H: 2.4167 1.0867 0.1945  0.134
H: 0.1720 2.1545 -0.1019  0.117

Summary:
**Energy relative to the best compared isomer or geometry (same formula, charge and spin)**: 58.3 kcal per mole
**Kohn-Sham gap**: 8.82 eV
**HOMO**: -7.80 eV
**E_tot**: -7223.0628 eV
**Multiplicity**: 1
**LUMO energy**: 1.0 eV

[4]
# C9H11ClNP

A molecular structure, C9H11ClNP (ωB97M-V/def2-TZVPD, the OMol25 dataset).

Each line ends with the Löwdin charge.
Atoms and positions in Å:
C: 2.4766 -0.6002 0.5528  -0.087
C: 1.9786 0.7307 0.4887  -0.102
C: 1.7464 -1.6981 0.2347  -0.065
C: 0.7308 1.0399 0.1344  -0.075
C: 0.3830 -1.6736 -0.1813  -0.357
C: -0.3156 -0.5263 -0.2654  -0.254
C: 0.0364 2.3302 -0.0184  -0.190
C: -1.4521 2.2019 0.3264  -0.288
C: -0.2884 -2.9695 -0.5449  -0.075
N: -2.2031 1.4148 -0.6291  -0.323
P: -2.0194 -0.2632 -0.7795  0.545
Cl: -2.9096 -0.8028 0.9754  0.222
H: 3.5039 -0.7245 0.8660  0.101
H: 2.6621 1.5379 0.7377  0.111
H: 2.2153 -2.6715 0.3009  0.104
H: 0.5056 3.0776 0.6289  0.119
H: 0.1294 2.6755 -1.0554  0.121
H: -1.5577 1.7236 1.3042  0.097
H: -1.9069 3.1957 0.3754  0.114
H: 0.3532 -3.8194 -0.3251  0.074
H: -1.2234 -3.0807 0.0030  0.057
H: -0.5249 -2.9761 -1.6094  0.083
H: -2.3202 1.8782 -1.5202  0.069

Summary:
**Energy relative to the best compared isomer or geometry (same formula, charge and spin)**: 8.4 kcal per mole
**Kohn-Sham gap**: 8.77 eV
**HOMO**: -8.39 eV
**E_tot**: -32812.0555 eV
**Multiplicity**: 1
**LUMO energy**: 0.4 eV

[5]
# C8H8O5

C8H8O5 in the gas phase (ωB97M-V/def2-TZVPD, the OMol25 dataset).

Each line ends with the Löwdin charge.
Atoms and positions in Å:
O: -1.0801 0.1157 -2.9513  0.135
C: -0.4949 0.4927 -1.8524  -0.291
C: 0.0268 -0.1540 -0.7767  0.059
C: 0.5247 0.8208 0.0782  -0.252
C: 1.3029 0.6916 1.2660  0.003
C: 1.6381 -0.5496 1.8345  -0.055
C: 0.9764 -1.7544 1.6223  -0.044
C: -0.3353 -1.9842 1.1836  -0.366
O: -0.8813 -3.1947 0.8789  0.099
O: -1.4367 -1.2047 1.2208  0.101
O: 0.5076 2.0807 -0.4776  0.031
C: -0.2876 1.9730 -1.6557  -0.290
O: -1.3891 2.8310 -1.4434  0.071
H: -0.7933 -0.7038 -3.2932  0.104
H: 1.7869 1.4671 1.6499  0.060
H: 2.4234 -0.5532 2.4446  0.066
H: 1.4313 -2.8176 1.7582  0.154
H: -1.8253 -3.2314 0.7701  0.118
H: -1.2074 -0.4152 1.6384  0.084
H: 0.3561 2.3578 -2.4001  0.155
H: -1.2432 3.7323 -1.4949  0.058

Summary:
**Energy relative to the best compared isomer or geometry (same formula, charge and spin)**: 128.7 kcal per mole
**Kohn-Sham gap (alpha / beta)**: 7.07 / 7.07 eV
**HOMO (alpha / beta)**: -7.50 / -7.50 eV
**E_tot**: -18657.6022 eV
**Multiplicity**: 1
**LUMO energy (alpha / beta)**: -0.4 / -0.4 eV

[6]
# C4H5NO2

C4H5NO2 in the gas phase (ωB97M-V/def2-TZVPD, the OMol25 dataset).

Each line ends with the Löwdin charge.
Atoms and positions in Å:
O: -2.6083 0.9044 -0.1071  0.074
C: -1.7712 0.0448 0.0155  -0.203
C: -0.3650 0.1951 -0.5130  -0.251
C: 0.5992 0.7422 0.5711  -0.138
N: 1.7715 -0.1318 0.4913  0.075
C: 1.4333 -1.0893 -0.2597  -0.216
O: 0.1960 -1.0899 -0.8260  -0.020
H: -1.9580 -0.8922 0.5803  0.141
H: -0.3757 0.8094 -1.4190  0.159
H: 0.8602 1.7882 0.4006  0.121
H: 0.1696 0.6668 1.5784  0.122
H: 2.0484 -1.9479 -0.5125  0.137

Summary:
**Energy relative to the best compared isomer or geometry (same formula, charge and spin)**: 28.4 kcal per mole
**Kohn-Sham gap**: 10.89 eV
**HOMO**: -10.08 eV
**E_tot**: -9813.0824 eV
**Multiplicity**: 1
**LUMO energy**: 0.8 eV

[7]
# C24H25Br3F2NO3SSi

2 unconnected molecules or ions with the total composition C24H25Br3F2NO3SSi (ωB97M-V/def2-TZVPD, the OMol25 dataset).

Each line ends with the Löwdin charge.
Atoms and positions in Å:
C: -0.7955 1.2772 6.0991  -0.120
C: 0.4857 0.6501 5.6845  -0.760
Br: 1.7850 0.6144 7.0714  0.734
C: 0.7593 0.1363 4.4901  -0.752
Br: 2.4284 -0.6675 4.0889  0.746
C: -0.2215 0.2308 3.3783  -0.246
C: -0.8960 -0.8851 2.8493  -0.477
Br: -0.4802 -2.5590 3.6509  0.872
C: -1.8309 -0.7875 1.8109  -0.136
C: -2.6131 -1.9576 1.1958  -0.523
F: -3.9424 -1.6430 1.2996  0.050
F: -2.4892 -3.1178 1.8777  0.006
C: -2.2124 -2.2296 -0.2587  -0.174
C: -0.7914 -1.7811 -0.6000  -0.216
Si: -0.0898 -2.4421 -2.2519  0.625
C: 1.5381 -3.2870 -1.8260  -0.162
C: -1.2736 -3.6007 -3.1611  -0.162
C: 0.2561 -0.9582 -3.3383  -0.262
C: 1.5192 -0.3844 -3.4805  -0.075
C: 1.6952 0.7583 -4.2551  -0.067
C: 0.6177 1.3397 -4.9121  -0.094
C: -0.6505 0.7691 -4.8072  -0.113
C: -0.8194 -0.3665 -4.0209  -0.132
C: -2.0669 0.4954 1.2652  -0.416
S: -3.1493 0.8164 -0.1195  0.903
C: -1.3742 1.5736 1.7832  -0.089
C: -0.4685 1.4743 2.8194  -0.034
C: 0.1221 2.8329 3.0919  -0.371
O: 0.7174 3.2015 4.0428  0.173
N: -0.2229 3.6533 1.9644  0.015
C: 0.8804 3.4466 0.9356  0.021
C: -1.3900 3.0392 1.3835  -0.405
O: -2.1954 3.6304 0.7587  0.143
H: -1.5987 1.0785 5.4001  0.085
H: -1.0596 0.8927 7.0809  0.070
H: -0.6744 2.3499 6.2150  0.083
H: -2.2721 -3.3074 -0.3968  0.110
H: -2.9273 -1.7812 -0.9354  0.087
H: -0.7523 -0.6981 -0.7205  0.064
H: -0.0931 -2.0076 0.2050  0.083
H: 2.3135 -2.5247 -1.7823  0.027
H: 1.8331 -4.0305 -2.5615  0.028
H: 1.5062 -3.7377 -0.8358  0.023
H: -0.8300 -4.5909 -3.2320  0.023
H: -2.2408 -3.7358 -2.6775  0.015
H: -1.4778 -3.2214 -4.1573  0.022
H: 2.3990 -0.7741 -2.9921  0.070
H: 2.6947 1.1668 -4.3186  0.087
H: 0.7453 2.2300 -5.5103  0.090
H: -1.4926 1.2060 -5.3252  0.087
H: -1.8182 -0.7865 -3.9462  0.087
H: -4.2852 1.0873 0.5380  -0.091
H: 1.6683 2.7942 1.3064  0.102
H: 1.3360 4.3918 0.6685  0.088
H: 0.4967 3.0014 0.0216  0.102
C: 4.7329 1.5227 -2.1282  -0.499
O: 4.3012 0.5419 -2.9342  -0.413
H: 5.5429 2.1852 -2.5433  0.025
H: 3.9505 2.2764 -1.8054  0.021
H: 5.1707 1.1985 -1.1425  0.023

Summary:
**Kohn-Sham gap**: 3.79 eV
**HOMO**: -2.76 eV
**E_tot**: -267201.2804 eV
**Multiplicity**: 1
**LUMO energy**: 1.0 eV
**Total charge**: -1